Entry w
Below is a 2-piece molecular cluster, C5H13NO overall, with properties calculated with the ωB97M-V functional and the def2-TZVPD basis.

Spin multiplicity   2
Expectation value of S²   0.7503
Net charge   -1
HOMO-LUMO gap (spin up / spin down)   2.8 / 10.0 eV

Cartesian coordinates (Å):
1 C -0.142 -1.725 1.117
2 C 0.197 -3.145 0.447
3 C -0.810 -0.618 0.299
4 O -0.888 0.516 0.830
5 N -1.121 -1.006 -1.054
6 H -0.722 -1.845 1.973
7 H 0.846 -1.215 1.401
8 H -0.607 -3.428 -0.147
9 H -1.530 -0.399 -1.719
10 H -0.989 -1.929 -1.494
11 H 0.150 -3.891 1.237
12 H 1.104 -3.131 -0.169
13 C 1.635 2.619 -1.145
14 C 0.712 3.121 -0.120
15 H 2.623 2.385 -0.779
16 H 1.225 1.613 -1.592
17 H 1.972 3.326 -2.044
18 H 0.854 2.674 0.919
19 H -0.349 3.026 -0.425
20 H 0.828 4.212 -0.006

Per-atom natural (NBO) charges, elementary charge units: -0.536, -0.959, 0.613, -0.667, -1.032, 0.210, 0.212, 0.180, 0.351, 0.307, 0.195, 0.196, -0.657, -0.624, 0.195, 0.212, 0.182, 0.223, 0.218, 0.179


Entry x
Below is a 2-piece molecular cluster, C5H13NO overall, with properties calculated with the ωB97M-V functional and the def2-TZVPD basis.

Spin multiplicity   2
Expectation value of S²   0.7504
Net charge   -1
HOMO-LUMO gap (spin up / spin down)   2.3 / 9.4 eV

Cartesian coordinates (Å):
1 C 1.208 1.295 -1.480
2 N 1.232 0.703 -0.135
3 C -0.099 0.715 0.522
4 C 0.032 -0.151 1.811
5 C -0.181 -1.609 1.602
6 C -0.611 -2.495 2.493
7 H 1.182 0.516 -2.254
8 H 0.483 2.124 -1.542
9 H 2.148 1.799 -1.758
10 H 1.718 1.407 0.421
11 H -0.552 1.691 0.690
12 H -0.688 0.071 -0.146
13 H 1.012 -0.086 2.285
14 H -0.641 0.348 2.528
15 H -0.259 -1.985 0.571
16 H -1.124 -2.199 3.417
17 H -0.402 -3.565 2.481
18 H -1.182 0.155 -3.151
19 H -1.424 0.811 -4.572
20 O -1.852 0.456 -3.785

Per-atom natural (NBO) charges, elementary charge units: -0.888, -0.633, -0.269, -0.467, -0.157, -0.432, 0.163, 0.164, 0.175, 0.326, 0.174, 0.188, 0.218, 0.202, 0.209, 0.170, 0.189, 0.432, 0.377, -1.141


Winner for stability: entry w


Entry w
Below is an isolated molecule of C3H6O2S, with properties calculated with the ωB97M-V functional and the def2-TZVPD basis.

SMILES   O=C(O)CCS
HOMO-LUMO gap   9.9 eV

Cartesian coordinates (Å):
1 O -1.876 1.137 0.072
2 C -1.210 0.224 0.475
3 O -1.206 -0.121 1.780
4 C -0.431 -0.748 -0.359
5 C 0.962 -0.230 -0.808
6 S 1.271 1.471 0.001
7 H -1.441 0.447 2.523
8 H -0.397 -1.724 0.102
9 H -1.056 -0.753 -1.279
10 H 1.102 -0.036 -1.901
11 H 1.689 -0.971 -0.499
12 H 2.594 1.304 -0.108

Per-atom natural (NBO) charges, elementary charge units: -0.572, 0.800, -0.728, -0.535, -0.462, -0.071, 0.514, 0.241, 0.244, 0.224, 0.218, 0.126


Entry x
Below is C3H6O2S as an isolated structure, with properties calculated with the ωB97M-V functional and the def2-TZVPD basis.

HOMO-LUMO gap   9.4 eV

Cartesian coordinates (Å):
1 C 1.049 -0.539 0.741
2 C 0.112 0.397 0.080
3 C -1.147 0.089 -0.637
4 H 2.663 0.824 -0.174
5 H 1.224 0.036 1.660
6 H 0.429 -1.517 0.835
7 H -0.753 -0.179 -1.767
8 H -1.554 1.211 -0.426
9 H -2.947 -0.358 0.166
10 O 0.418 1.553 0.033
11 O -1.952 -1.009 -0.087
12 S 2.459 -0.509 -0.425

Per-atom natural (NBO) charges, elementary charge units: -0.633, 0.541, -0.200, 0.157, 0.252, 0.259, 0.218, 0.232, 0.479, -0.577, -0.713, -0.014


Entry y
Below is an isolated molecule of C3H6O2S, with properties calculated with the ωB97M-V functional and the def2-TZVPD basis.

SMILES   COC(=O)SC
HOMO-LUMO gap   10.2 eV

Cartesian coordinates (Å):
1 C 2.037 -0.264 -0.043
2 O 0.583 -0.071 0.071
3 C 0.099 1.175 0.028
4 O 0.794 2.166 0.026
5 S -1.650 1.162 -0.022
6 C -2.150 -0.542 0.013
7 H 2.510 0.400 -0.792
8 H 2.125 -1.308 -0.290
9 H 2.452 -0.044 0.926
10 H -1.849 -1.095 -0.859
11 H -1.702 -1.089 0.853
12 H -3.251 -0.491 0.090

Per-atom natural (NBO) charges, elementary charge units: -0.258, -0.537, 0.615, -0.601, 0.242, -0.755, 0.207, 0.198, 0.194, 0.226, 0.234, 0.236


Winner for stability: entry y


Entry w
Below is a 2-piece molecular cluster, C4H12N2 overall, with properties calculated with the ωB97M-V functional and the def2-TZVPD basis.

Net charge   +2
HOMO-LUMO gap   6.8 eV

Cartesian coordinates (Å):
1 C -0.453 -0.675 -0.868
2 C 0.941 -0.743 -1.118
3 C 1.357 -0.195 0.295
4 C 0.924 0.973 0.757
5 N 1.433 1.402 2.104
6 N -3.281 -0.802 -1.223
7 H -1.045 -1.580 -0.723
8 H -1.085 0.180 -1.090
9 H 1.361 -1.712 -1.383
10 H 1.424 -0.040 -1.804
11 H 2.274 -0.662 0.651
12 H 0.434 1.781 0.230
13 H 2.415 1.136 2.218
14 H 1.287 2.413 2.213
15 H 0.843 1.006 2.846
16 H -3.667 -1.736 -1.337
17 H -3.833 -0.403 -0.467
18 H -3.519 -0.269 -2.054

Per-atom natural (NBO) charges, elementary charge units: 0.247, -0.583, -0.119, -0.032, -0.695, -1.109, 0.275, 0.256, 0.308, 0.310, 0.290, 0.269, 0.470, 0.472, 0.472, 0.395, 0.386, 0.389


Entry x
Below is a 2-piece molecular cluster, C4H12N2 overall, with properties calculated with the ωB97M-V functional and the def2-TZVPD basis.

Net charge   +2
HOMO-LUMO gap   6.4 eV

Cartesian coordinates (Å):
1 C -0.454 0.708 1.123
2 C 0.830 0.752 1.864
3 C 1.323 -0.326 0.667
4 C 1.291 0.066 -0.678
5 N 1.357 -0.881 -1.728
6 N -2.630 0.011 -0.371
7 H -0.661 1.502 0.303
8 H -1.423 0.548 1.788
9 H 1.545 1.576 1.844
10 H 0.676 0.229 2.746
11 H 1.915 -1.153 1.076
12 H 0.720 0.880 -0.933
13 H 0.418 -1.157 -1.359
14 H 1.274 -0.764 -2.724
15 H 2.008 -1.621 -1.619
16 H -2.264 0.553 -1.113
17 H -2.295 -0.873 -0.276
18 H -3.632 -0.050 -0.610

Per-atom natural (NBO) charges, elementary charge units: 0.047, -0.454, -0.156, 0.047, -0.696, -1.096, 0.258, 0.345, 0.321, 0.270, 0.302, 0.235, 0.486, 0.495, 0.471, 0.354, 0.352, 0.419


Winner for stability: entry w


Entry w
Below is a 2-piece molecular cluster, C4H12N2 overall, with properties calculated with the ωB97M-V functional and the def2-TZVPD basis.

Net charge   +2
HOMO-LUMO gap   8.3 eV

Cartesian coordinates (Å):
1 C 0.187 -0.427 -0.397
2 C -0.863 0.565 -0.675
3 C -0.407 1.379 0.532
4 C 0.941 1.473 0.728
5 N -1.296 1.384 1.752
6 N 1.105 -2.546 -1.670
7 H 1.186 -0.494 -0.805
8 H 0.004 -1.136 0.405
9 H -0.695 1.211 -1.539
10 H -1.878 0.176 -0.663
11 H 1.468 1.741 -0.184
12 H 1.482 1.212 1.630
13 H -1.038 2.190 2.332
14 H -1.225 0.537 2.330
15 H -2.282 1.430 1.474
16 H 0.788 -3.137 -0.908
17 H 0.473 -2.720 -2.444
18 H 2.051 -2.839 -1.896

Per-atom natural (NBO) charges, elementary charge units: 0.060, -0.552, 0.194, -0.246, -0.710, -1.032, 0.298, 0.222, 0.305, 0.292, 0.278, 0.277, 0.481, 0.464, 0.473, 0.380, 0.401, 0.415


Entry x
Below is an isolated ion of composition C4H12N2 and charge +2, with properties calculated with the ωB97M-V functional and the def2-TZVPD basis.

Net charge   +2
SMILES   C=C([NH3+])CC[NH3+]
HOMO-LUMO gap   11.1 eV

Cartesian coordinates (Å):
1 C -1.904 0.251 -0.736
2 C -1.142 -0.178 0.276
3 N -1.810 -0.208 1.634
4 C 0.308 0.250 0.380
5 C 1.090 0.210 -0.989
6 N 2.412 -0.457 -0.743
7 H -2.968 0.124 -0.923
8 H -1.343 0.799 -1.487
9 H -1.679 0.563 2.310
10 H -1.717 -1.076 2.174
11 H -2.811 0.010 1.502
12 H 0.787 -0.410 1.110
13 H 0.369 1.306 0.675
14 H 0.576 -0.510 -1.623
15 H 1.261 1.229 -1.318
16 H 3.111 -0.151 -1.444
17 H 2.943 -0.287 0.120
18 H 2.519 -1.465 -0.917

Per-atom natural (NBO) charges, elementary charge units: -0.279, 0.105, -0.710, -0.473, -0.221, -0.690, 0.265, 0.230, 0.462, 0.459, 0.463, 0.233, 0.259, 0.254, 0.263, 0.462, 0.455, 0.462


Winner for stability: entry x